# 1
Computed, not measured: C23H27N5O3S in the gas phase, with ωB97M-V with the def2-TZVPD basis set.

The geometry in XYZ format:
```
59
Properties=species:S:1:pos:R:3:forces:R:3
C 0.53876 1.84081 0.37649 -0.12 0.43 -0.02
C 1.75535 -3.49992 3.32939 -0.06 0.19 -0.18
H -0.07910 3.03464 4.28419 -0.08 -0.04 -0.14
C 1.49135 -4.24212 2.17873 0.05 0.25 0.23
H -1.56669 1.56113 5.58082 0.07 0.05 0.04
S 0.72194 -1.14441 -3.04948 0.08 0.46 0.46
H 1.28956 -6.10118 1.18437 0.00 -0.05 -0.02
O 0.05565 1.72288 2.68629 0.16 -0.11 -0.32
C 0.06219 -0.27821 -5.56711 0.20 -0.10 -0.02
N 0.63889 -0.09236 -1.79171 -0.13 -0.06 -1.33
H 2.55603 -6.06707 2.42702 0.05 -0.07 0.03
H -0.47354 0.37403 -7.53146 0.05 -0.01 -0.10
H 0.62898 4.50177 -1.70569 0.02 0.04 -0.09
H -2.68837 0.36310 3.68275 -0.13 -0.01 -0.08
H -1.16330 -0.44213 3.30541 -0.01 -0.09 -0.10
C -0.98338 1.13412 4.76267 0.03 0.09 -0.46
C 0.01939 3.88153 1.55876 -0.01 -0.13 0.19
H -2.29989 2.50107 -7.51426 -0.03 0.08 -0.06
C -2.29660 0.91804 -4.74346 0.07 -0.08 0.00
C -2.81513 1.63622 -7.09790 0.04 0.02 0.00
C 0.69093 2.57336 -0.79175 0.05 -0.02 0.00
C 0.73540 -0.43714 -0.55331 -0.01 -0.37 0.52
O 0.10829 -2.41564 -2.70902 -0.15 0.06 -0.12
H 1.24765 -1.44359 5.21149 -0.03 0.03 0.10
H 2.94622 -1.37106 4.75067 0.05 0.01 0.07
H 0.86266 -6.14145 2.90886 -0.02 -0.07 0.05
C 0.50878 3.94647 -0.78838 -0.02 0.14 0.10
C -0.75572 0.34940 -6.48890 -0.07 -0.02 0.14
H 0.94145 2.04730 -1.69657 0.02 0.10 -0.02
N 1.32269 -1.53311 2.08860 -0.06 0.12 -0.27
H 0.03336 5.66878 0.39245 -0.01 0.09 0.00
C 0.19676 2.50700 1.57185 0.01 0.01 -0.21
H -3.21468 1.38668 -4.41978 -0.08 0.04 0.03
C -1.48382 0.28764 -3.81649 -0.14 0.04 0.05
H -1.74160 0.25766 -2.76989 -0.10 0.06 0.10
C 1.92934 -1.21804 4.39312 0.01 -0.02 0.01
C 0.17634 4.59888 0.38208 0.01 0.02 -0.13
H 2.02474 -3.97925 4.25639 0.03 -0.05 0.11
H -0.24005 4.40758 2.46398 -0.02 -0.01 0.10
N 0.84329 -1.76218 -0.18428 -0.04 -0.07 -0.42
C 1.12222 -2.31733 1.02918 0.21 -0.28 0.86
H 0.80341 0.05320 1.38729 0.00 0.09 -0.23
C 1.65762 -2.11922 3.23417 0.03 -0.43 0.07
H -1.98481 -0.77577 4.83338 -0.07 -0.11 0.02
H 1.80716 -0.18388 4.08490 -0.01 0.05 0.04
C 1.55169 -5.73356 2.17142 -0.01 -0.02 -0.02
C -0.66834 2.25690 3.77751 -0.19 0.11 0.55
H -0.04983 0.75298 5.17576 0.04 0.05 0.11
C -1.75476 -0.00280 4.10409 0.14 0.11 0.17
N 1.18518 -3.64619 1.03761 -0.12 -0.10 -0.48
H 0.69957 -2.41967 -0.95584 0.00 0.04 0.27
H 0.99137 -0.74473 -5.85356 0.11 -0.02 -0.12
H -3.74613 1.97160 -6.64904 -0.08 0.04 -0.02
N 0.69803 0.45876 0.44979 0.04 -0.35 0.31
C -1.94427 0.95360 -6.08777 0.05 -0.04 0.01
C -0.31030 -0.30322 -4.23715 0.25 -0.18 0.45
H -3.04523 0.96066 -7.91989 -0.06 0.00 -0.07
H -1.60266 2.70651 3.41440 0.10 -0.01 -0.01
O 2.06596 -1.19907 -3.55316 -0.12 0.12 -0.15
```
Forces are in eV/Å.

Calculated values
Total charge = 0
Molar mass = 453.568 g/mol
E = -48718.67180 eV
Energy relative to the best compared isomer or geometry (same formula, charge and spin) = 26.4 kcal per mole

---

# 2
Computed, not measured: 3 unconnected molecules or ions with the total composition C23H28BBrClN3O5, with ωB97M-V with the def2-TZVPD basis set.

The geometry in XYZ format:
```
62
Properties=species:S:1:pos:R:3:forces:R:3
O -4.83649 2.30930 -3.48287 -0.21 -0.10 -0.49
C 5.20409 2.61319 6.34633 -0.03 -0.02 0.00
N -5.36847 1.29181 -3.59948 0.11 0.03 0.53
H -5.60374 -2.05113 -0.75576 -0.11 -0.05 0.16
C -3.17196 -1.64551 -3.61648 -0.67 -0.05 0.17
N -2.76919 -2.33394 -6.09895 -0.40 -0.19 -0.13
H -2.52550 -3.65482 -3.03539 0.22 0.19 0.04
B -0.41655 -1.36720 -1.29570 0.58 -0.03 -0.14
C -1.61527 1.11389 -4.92682 0.36 -0.15 -0.34
H -0.84854 -2.73164 0.06393 -0.59 0.04 -0.01
C -2.16433 0.93797 -6.33328 -0.18 0.59 0.05
H -5.28219 -1.53654 -3.88062 -0.06 -0.07 0.16
H 2.28333 0.02267 5.47814 0.00 0.00 0.00
H -3.08636 0.37236 -6.39179 0.19 -0.39 -0.05
C -1.89999 -0.82581 -3.14449 0.44 -0.94 -0.12
H -0.15175 0.17644 -3.71227 0.04 -0.15 0.09
O -0.89570 -1.77816 -0.08476 0.62 -0.34 -0.04
C 2.29963 0.01823 4.39512 0.00 0.00 0.00
C 1.11911 -0.14825 3.68363 0.01 0.01 0.00
H 5.57835 0.75218 7.34618 0.00 0.00 0.00
C 7.08498 2.21336 7.78952 0.01 -0.01 -0.01
H -4.22343 -3.45592 -3.35934 0.08 -0.17 -0.04
H 4.29850 2.26275 5.86716 -0.01 0.02 0.00
H -2.37368 1.62116 -4.33357 -0.04 -0.08 0.11
H -4.74597 -0.67040 -2.43208 0.19 0.01 0.09
C 5.92321 1.76452 7.17658 0.00 0.00 0.00
C -4.50402 -0.88763 -3.47095 -0.58 -0.07 -0.65
H -5.37598 -3.74323 -0.25784 -0.15 0.06 0.09
H -0.78491 1.81481 -5.02072 0.02 0.04 0.07
C -3.71888 -2.89795 -1.37244 -0.04 -0.42 0.14
H 0.21947 -0.27866 1.73865 0.01 -0.04 -0.01
H 7.64426 1.55268 8.43947 0.01 0.00 -0.01
H 0.18259 -0.27596 4.21174 0.00 0.01 0.00
H 0.49853 0.35182 -1.52334 0.37 -0.04 -0.14
H -3.33793 -1.99858 -0.89672 0.26 -0.03 -0.06
Br -0.83886 0.20787 -7.55755 -0.13 -0.08 0.06
O -4.48646 0.31806 -4.23883 0.54 0.14 0.33
H 4.45954 0.28911 1.80245 0.00 0.01 0.00
H 7.15409 5.37059 6.56999 0.00 0.00 0.00
H 5.08105 4.57404 5.48637 0.00 0.00 -0.01
C 3.52163 0.16923 2.32979 -0.03 0.01 0.00
C -5.22069 -3.02653 -1.05579 0.26 0.37 -0.28
H -2.38018 1.92559 -6.73439 0.00 0.00 -0.03
N -2.62889 1.07059 -1.48310 0.03 -0.05 0.27
C 2.34033 0.00680 1.61797 0.06 0.02 0.03
H -0.71505 -0.87288 -4.96508 -0.20 -0.22 0.04
C -1.05330 -0.14167 -4.23417 -0.16 0.73 0.05
C 6.80847 4.35902 6.74030 0.00 0.00 0.00
H -5.79084 -3.33255 -1.93166 0.02 -0.18 0.01
C -3.36632 -2.99544 -2.86306 -0.48 0.23 -0.07
C 1.13869 -0.15106 2.29524 -0.03 0.02 0.01
C -3.06161 -2.04125 -5.02862 1.05 0.38 0.06
C 7.52927 3.50947 7.56836 0.00 0.00 0.01
C -2.31941 0.19295 -2.15482 -0.20 0.25 -0.46
C 5.64467 3.91153 6.13061 0.01 0.00 0.00
O 0.71650 -0.56997 -1.33398 -0.76 0.40 0.14
Cl -2.84954 -4.26112 -0.53911 -0.01 0.05 0.00
H 2.35285 0.00113 0.53649 -0.02 -0.04 0.00
O -1.03160 -1.76841 -2.49992 -0.43 0.30 0.38
C 3.50061 0.17866 3.71775 0.03 -0.01 0.02
H 8.43809 3.85805 8.04195 0.00 0.00 0.01
H 4.42172 0.31039 4.27200 0.01 -0.01 -0.01
```
Forces are in eV/Å.

Calculated values
Total charge = 0
Molar mass = 552.662 g/mol
E = -122253.57914 eV